# 1
A molecular structure, C23H21N3OPRhSSbSe4. Source: the Open Molecules 2025 dataset; level of theory: wB97M-V/def2-TZVPD.

Calculated values
total charge	-1
DFT total energy	-11824.8435	Eh
LUMO level	1.777	eV

```
56
Properties=species:S:1:pos:R:3:forces:R:3
H -3.7852 2.9818 4.3888 -0.025 0.021 0.037
C -3.9214 -0.1270 -2.6442 0.004 0.026 -0.054
Se 2.2410 0.6060 1.5262 -0.052 -0.144 0.017
N 3.3381 2.2787 -1.7477 -0.070 0.487 0.483
H -1.4495 2.1882 4.7135 -0.003 0.007 0.005
S 4.8235 0.0148 -1.6122 -0.075 -0.013 -0.025
C 3.3596 0.9261 -1.6897 0.073 0.101 -0.039
C -3.8817 2.3194 2.3543 0.008 0.015 0.046
C -2.0211 0.4652 -1.3127 0.059 0.104 -0.038
C -2.2163 1.3102 -3.5590 0.012 0.007 0.001
H 3.8402 2.8158 -1.0148 -0.029 -0.316 -0.141
H 5.2957 -2.8898 -2.1123 -0.009 -0.025 0.011
C 3.8304 -1.4111 -1.6707 0.257 -0.062 0.056
C -3.2635 2.4818 3.5840 -0.006 -0.009 -0.024
H 3.6423 -3.4755 -1.9345 0.028 0.031 0.015
C 4.3830 -2.7879 -1.5206 0.019 -0.080 -0.079
H -1.7968 1.8996 -4.3640 0.001 0.011 -0.012
O 0.3181 2.5680 -3.0419 0.078 -0.023 0.008
Se 4.3229 4.0094 1.2090 0.026 -0.006 -0.053
C -0.8440 -3.9992 1.2845 0.006 0.034 -0.005
H 0.5446 -1.7895 -0.8638 -0.003 0.017 0.002
H -0.8094 -5.0511 1.5378 -0.009 -0.012 0.008
C -1.6943 -1.7866 1.6821 -0.024 0.038 0.008
Rh 0.8503 1.3754 -0.5104 0.769 0.177 -0.071
H -4.8864 2.6884 2.1964 -0.036 0.011 -0.006
C -1.2889 1.4070 2.7428 0.032 -0.061 -0.042
Se 0.4053 3.4988 0.4934 -0.130 0.012 0.054
C -1.9083 1.2412 1.5036 0.028 -0.011 -0.030
H 2.4630 2.7322 -2.0037 -0.038 -0.244 -0.170
H -2.3219 -1.1176 2.2558 0.002 0.007 -0.004
H -3.9743 0.7059 -4.6207 -0.025 0.001 -0.041
C -3.2233 -0.2208 -1.4524 0.023 -0.004 0.022
H -3.6052 -0.8270 -0.6389 0.003 0.003 0.003
H -4.8575 -0.6567 -2.7627 -0.026 -0.016 -0.007
C -0.0902 -2.1618 -0.0693 0.097 0.082 -0.107
N 2.5744 -1.1671 -1.7525 -0.159 -0.153 0.195
C -1.6639 -3.1371 1.9972 0.043 -0.075 -0.019
Sb 2.3199 3.0253 2.1610 -0.074 0.122 -0.042
H 3.7443 -3.0158 0.5374 0.033 0.001 -0.033
C 4.6570 -3.1161 -0.0528 -0.063 0.031 0.036
C -1.9653 2.0268 3.7766 0.015 0.011 0.017
C -3.4209 0.6424 -3.6934 -0.005 -0.021 0.033
H -0.2637 1.0809 2.8895 -0.005 0.018 -0.016
C -0.1457 1.8683 -2.1673 -0.223 -0.058 0.045
N 2.2946 0.1615 -1.7143 -0.221 0.229 -0.313
C -3.2055 1.7012 1.3113 0.032 -0.010 -0.044
Se 1.6294 3.4879 4.4143 0.052 -0.006 -0.028
H 5.0321 -4.1327 0.0496 0.024 -0.070 0.008
C -0.0571 -3.5062 0.2511 0.002 -0.168 0.015
H -3.6856 1.6028 0.3473 -0.010 0.011 -0.006
C -1.5112 1.2154 -2.3653 0.048 0.052 0.026
H -2.2726 -3.5105 2.8098 -0.017 -0.015 0.022
P -0.9597 0.4630 0.1639 -0.412 -0.249 0.171
H 0.5924 -4.1735 -0.3039 -0.017 0.029 0.010
H 5.3954 -2.4350 0.3681 0.025 0.032 0.028
C -0.9071 -1.2934 0.6461 -0.028 0.123 0.069
```
Positions in Å, forces in eV/Å.

Atom-resolved charges from Mulliken, all expressed in e:
1. H 0.36
2. C -0.67
3. Se -0.59
4. N -0.33
5. H 0.42
6. S -0.15
7. C 0.44
8. C -0.67
9. C -0.22
10. C -0.54
11. H -0.02
12. H 0.32
13. C 0.29
14. C -0.52
15. H 0.26
16. C -0.56
17. H 0.48
18. O -0.70
19. Se -0.72
20. C -0.50
21. H 0.13
22. H 0.37
23. C -0.30
24. Rh 0.17
25. H 0.38
26. C -0.36
27. Se -0.50
28. C 0.28
29. H 0.33
30. H 0.35
31. H 0.39
32. C -0.19
33. H 0.51
34. H 0.41
35. C -0.48
36. N -0.93
37. C -0.71
38. Sb 0.66
39. H 0.24
40. C -0.98
41. C -0.73
42. C -0.50
43. H 0.44
44. C 0.48
45. N 0.48
46. C -0.51
47. Se -0.67
48. H 0.36
49. C -0.60
50. H 0.36
51. C -0.29
52. H 0.41
53. P 2.46
54. H 0.44
55. H 0.32
56. C 0.39



# 2
A molecular structure, C46H60As2N3O2PSW. Source: the Open Molecules 2025 dataset; level of theory: wB97M-V/def2-TZVPD.

Calculated values
total charge	+2
DFT total energy	-7381.4587	Eh
LUMO level	-4.746	eV

```
116
Properties=species:S:1:pos:R:3:forces:R:3
H -3.0720 3.2847 4.3595 0.001 0.000 -0.003
C 3.2951 -1.9699 -0.6550 0.097 -0.089 0.030
H -2.8052 1.3983 2.8073 -0.008 0.003 0.000
H -6.3405 3.7433 1.0991 -0.001 -0.002 -0.003
C -4.4334 2.8845 0.6321 0.016 -0.010 -0.006
H -1.4483 -3.4253 1.8646 0.027 0.020 0.026
C -2.1730 2.0298 0.0915 0.038 -0.017 0.133
H -0.1473 -2.4907 -2.8243 0.017 0.005 -0.001
H -4.0758 0.1854 -2.0088 0.027 0.003 0.011
H 2.2295 -1.1999 -3.0820 -0.012 0.020 0.002
C 4.7100 2.1396 0.5758 0.005 -0.051 0.041
C 0.2560 1.3270 4.2749 0.025 0.002 -0.047
H 2.0964 0.9754 -3.9898 0.049 -0.129 -0.021
H 1.2832 -4.2206 -3.8523 -0.002 -0.004 0.001
H -3.0902 -0.8236 2.0122 0.002 0.018 0.021
H 2.2717 2.0896 2.3939 -0.005 0.008 0.092
H 0.9042 2.6637 5.8178 0.000 -0.003 0.000
C -0.7850 0.9661 3.4258 -0.056 -0.001 -0.066
C 0.0196 -3.4328 -2.3116 0.023 0.019 0.023
O -2.5493 0.8075 0.1775 0.039 -0.086 0.018
H 5.6903 -1.4785 -1.8794 -0.002 0.001 -0.004
C -3.5092 -3.0652 -2.5320 0.013 0.048 -0.008
C 2.3172 2.2997 1.3278 -0.061 0.041 0.003
N -2.6253 2.6310 -3.4830 -0.022 -0.007 0.040
As -0.6015 -0.4429 2.1218 -0.110 -0.006 0.066
C 0.4369 -5.8475 -1.0036 -0.006 -0.013 -0.017
N 1.2130 0.2093 -0.7376 -0.015 -0.019 0.048
H 1.6687 -6.3638 -2.6799 -0.001 0.002 0.000
H 0.0217 -1.3761 4.9298 -0.003 0.007 0.006
H 5.0111 2.4149 1.5888 0.001 -0.004 0.000
H 3.7373 -2.1056 -3.1845 -0.003 -0.004 -0.003
C 0.5977 -1.9978 4.2553 0.019 0.002 -0.020
H 1.2069 3.2503 -1.1325 -0.050 -0.012 0.034
H -3.1789 6.5277 0.3332 0.002 -0.002 0.000
C -5.8564 -2.5337 -2.6002 -0.005 0.003 -0.011
H 0.5926 -6.7914 -0.4984 0.006 0.005 0.002
N -3.9553 1.1006 -2.4219 0.001 -0.022 -0.065
C 1.0393 -5.6069 -2.2310 -0.006 -0.010 0.011
C 2.0764 -3.8658 3.9044 0.001 0.010 0.012
C 2.1975 3.4039 -1.5590 0.036 -0.010 0.018
C 3.6039 0.1801 1.6284 -0.011 0.091 0.090
H -1.6082 4.6414 -0.0375 0.001 0.001 -0.001
C -2.1375 2.7395 4.3337 -0.007 -0.010 -0.007
H 5.5839 -0.5244 -0.4127 0.012 -0.003 -0.015
C 1.7859 1.8086 -3.3707 -0.005 0.036 0.054
C -4.5292 -1.8448 -0.7160 0.009 -0.006 -0.037
C 1.3471 -3.0496 4.7612 0.011 -0.012 -0.004
C 2.0553 -3.6349 2.5365 0.000 0.019 -0.002
H 5.5120 1.5387 0.1512 -0.007 0.026 -0.005
C -2.6472 4.4572 0.2017 0.024 -0.022 -0.004
C 5.2300 -0.5916 -1.4395 -0.017 -0.033 -0.002
H -4.8201 -3.6170 -4.1334 0.000 0.000 -0.001
C -1.0973 3.0976 5.1793 0.004 0.009 0.007
C 3.3803 1.3764 0.6902 0.037 -0.060 -0.013
H 2.8551 3.8096 -0.7971 0.020 0.014 0.009
H 1.1869 0.7739 4.2677 0.039 -0.014 -0.014
H -4.7675 1.8585 0.7229 -0.009 0.001 0.001
C -0.5860 -3.6755 -1.0800 -0.141 -0.075 -0.055
As -1.7201 -2.2944 -0.3737 0.438 0.260 -0.020
H -6.8123 -2.5838 -3.1041 -0.001 -0.003 0.002
H 4.0613 3.3119 -3.4085 0.003 -0.006 -0.003
H -4.7544 1.7142 -2.4683 0.000 0.006 0.014
H 4.6225 3.0623 0.0095 -0.016 0.026 -0.026
C -2.2672 -1.4660 2.3233 0.017 0.000 -0.037
C -3.1023 3.1449 0.3099 -0.025 0.028 0.014
H -3.1605 -3.2506 1.4655 0.019 -0.044 -0.009
C -3.4066 -2.4296 -1.3014 0.012 0.031 0.022
C 0.8244 -4.4037 -2.8892 0.038 0.028 0.002
H -2.3919 -1.6993 3.3811 0.026 -0.011 0.005
H 2.1122 4.1585 -2.3435 -0.007 -0.010 -0.001
C 2.7452 2.1278 -2.2177 0.044 -0.035 -0.010
H -2.6413 -3.5276 -2.9855 -0.022 -0.004 -0.002
H 1.2897 -2.3995 0.9555 -0.051 -0.032 0.217
H 3.5626 -1.8643 0.3948 -0.090 -0.117 -0.250
H 5.5950 0.2710 -1.9922 -0.008 0.030 -0.017
H 2.5862 3.3481 1.2202 -0.017 -0.008 -0.026
H 2.6131 -4.2751 1.8649 0.004 -0.009 -0.002
C 0.0967 2.3905 5.1513 -0.007 0.007 0.005
C -4.8540 5.2467 0.7286 0.014 -0.008 0.000
H -0.8657 -5.0991 0.5174 0.001 0.007 -0.004
H -5.5376 6.0687 0.8946 -0.001 -0.001 0.002
C -4.7372 -3.1151 -3.1788 -0.001 0.006 -0.002
H -1.2195 3.9237 5.8669 0.001 0.000 -0.001
C -1.9838 1.6751 3.4574 0.012 -0.003 0.017
C -0.3862 -4.8881 -0.4304 0.013 0.012 0.047
C -2.1995 -2.7368 1.4778 -0.062 0.023 -0.054
C 3.3121 -1.1249 -2.9638 -0.058 0.021 0.075
H 4.4335 -0.4509 1.3152 -0.014 0.094 0.069
H 1.3574 -3.2373 5.8265 0.003 0.001 0.000
P 2.7679 0.7416 -0.9557 -0.099 0.011 -0.070
C -5.7548 -1.9012 -1.3672 0.005 0.008 0.011
C 0.5903 -1.7537 2.8841 0.026 0.006 -0.061
H 3.8556 0.5765 2.6135 -0.004 0.023 0.005
H 3.8194 -2.8458 -1.0424 0.022 -0.004 -0.026
C 1.3120 -2.5788 2.0274 -0.100 0.033 -0.075
O -0.9552 2.2063 -0.2036 0.040 -0.041 -0.033
H 2.6581 -4.6845 4.3063 -0.004 -0.004 0.000
C 3.7075 -0.7697 -1.5207 0.028 0.019 -0.037
C -3.5261 5.5064 0.4112 -0.021 0.010 0.006
H -4.4549 -1.3515 0.2468 -0.018 -0.004 0.000
H -1.7127 2.8966 -3.8113 -0.004 -0.005 -0.011
H 1.3104 2.1695 0.9323 0.000 -0.043 0.037
H -3.3999 3.2527 -3.6584 0.003 0.000 -0.001
H 1.7551 2.6933 -4.0121 0.022 -0.024 -0.009
H 4.4967 1.6159 -3.4395 0.007 -0.092 -0.030
H 2.7099 -0.4339 1.7362 0.020 0.030 0.017
H 2.2280 -2.1649 -0.7373 -0.013 -0.011 -0.095
H 0.7780 1.6220 -3.0084 0.058 0.006 -0.017
W -0.5430 0.0841 -0.4205 -0.186 0.267 -0.284
C 4.1426 2.4139 -2.7927 -0.066 0.001 0.030
C -2.7713 1.4545 -2.8860 0.045 0.163 -0.018
H 4.8981 2.6090 -2.0363 0.010 0.000 0.031
S -1.4242 0.3673 -2.8176 -0.082 -0.433 0.278
H 3.7077 -0.4323 -3.6997 0.025 0.117 -0.040
H -6.6321 -1.4662 -0.9057 -0.002 0.000 0.001
C -5.3080 3.9376 0.8416 -0.010 0.002 0.001
```
Positions in Å, forces in eV/Å.

Results of the Mulliken charge analysis, in e, for atoms 1 through 99:
1. H 0.50
2. C -1.67
3. H 0.17
4. H 0.48
5. C -0.12
6. H 0.51
7. C 0.72
8. H 0.41
9. H -0.03
10. H 0.21
11. C -1.78
12. C -0.39
13. H 0.30
14. H 0.48
15. H 0.23
16. H 0.46
17. H 0.46
18. C 0.62
19. C -0.18
20. O -0.34
21. H 0.55
22. C -0.27
23. C -1.99
24. N -0.29
25. As 1.62
26. C -0.81
27. N 0.47
28. H 0.45
29. H 0.54
30. H 0.53
31. H 0.62
32. C -0.68
33. H 0.24
34. H 0.48
35. C -0.66
36. H 0.48
37. N -0.15
38. C -0.76
39. C -0.75
40. C -1.91
41. C -3.34
42. H 0.49
43. C -0.73
44. H 0.37
45. C -1.84
46. C -0.61
47. C -0.88
48. C -0.62
49. H 0.29
50. C -0.64
51. C -1.83
52. H 0.45
53. C -0.70
54. C 2.98
55. H 0.23
56. H 0.45
57. H 0.49
58. C 0.25
59. As 0.99
60. H 0.42
61. H 0.52
62. H 0.24
63. H 0.43
64. C -0.82
65. C 0.58
66. H 0.77
67. C 0.62
68. C -0.77
69. H 0.75
70. H 0.69
71. C 2.33
72. H 0.41
73. H -0.63
74. H 0.22
75. H 0.25
76. H 0.41
77. H 0.54
78. C -0.81
79. C -0.53
80. H 0.45
81. H 0.46
82. C -0.82
83. H 0.42
84. C -0.60
85. C -0.49
86. C -1.39
87. C -1.89
88. H 0.36
89. H 0.47
90. P -0.09
91. C -0.55
92. C 0.52
93. H 0.72
94. H 0.64
95. C 0.28
96. O -0.90
97. H 0.45
98. C 2.33
99. C -0.87



# 3
CH5N2P in the gas phase. Source: the Open Molecules 2025 dataset; level of theory: wB97M-V/def2-TZVPD.

Calculated values
structure (SMILES)	[H]/N=P/NC
DFT total energy	-491.8813	Eh
LUMO level (alpha / beta)	-0.533 / -0.534	eV

```
9
Properties=species:S:1:pos:R:3:forces:R:3
H -1.1712 -1.1423 0.7512 -0.833 0.020 -0.417
H -1.8068 0.5235 0.6407 -1.259 -0.476 0.571
N -0.2724 0.3037 -0.4742 2.329 -2.475 -0.529
P 1.1643 -0.6365 -0.4447 3.636 4.717 2.061
H -2.1823 -0.5723 -0.7363 -0.021 -0.349 0.359
C -1.4882 -0.3376 0.0698 1.085 1.163 0.146
N 2.4799 0.5710 0.2425 -4.397 -3.977 -2.573
H -0.1073 1.2110 -0.1332 0.161 1.394 0.321
H 3.3841 0.0794 0.0841 -0.699 -0.018 0.061
```
Positions in Å, forces in eV/Å.

Atom-resolved charges from Mulliken, all expressed in e:
1. H 0.30
2. H 0.29
3. N -0.32
4. P 0.23
5. H 0.22
6. C -0.68
7. N -0.54
8. H 0.31
9. H 0.19



How do the records compare in largest force on an atom? In the order shown, they have 0.8; 0.5; 6.5 eV Å⁻¹.